1.
The following is a DFT calculation (ωB97M-V with the def2-TZVPD basis set) of 19 unconnected molecules or ions with the total composition C26H54Cl36N2O4 at a distorted geometry.

Computed properties:
E_LUMO	0.1	eV
largest force on an atom	0.1706	Eh/bohr
total energy	-18000.093155	Ha
HOMO-LUMO gap	8.48	eV

Structure (ORCA input):
```
! RIJCOSX wB97M-V def2-TZVPD def2/J DEFGRID3
* xyz 0 1
C 3.99 -0.74 -0.48
C 3.63 0.65 -1.27
C 2.20 0.60 -2.10
N 1.04 0.16 -1.23
N -0.06 1.01 -1.35
C -0.59 1.43 0.01
C -1.48 2.82 0.00
O -2.20 2.84 1.32
C -1.10 0.14 -2.08
O -0.91 -1.20 -2.00
O -2.23 0.66 -2.86
C -3.51 0.49 -2.12
O -3.94 -0.91 -1.98
C -3.87 -1.38 -0.58
H 4.12 -1.67 -1.18
H 3.15 -1.03 0.31
H 4.96 -0.51 0.18
H 3.56 1.56 -0.53
H 4.48 0.81 -2.08
H 2.00 1.61 -2.67
H 2.35 -0.24 -2.93
H 1.31 0.01 -0.24
H 0.26 1.60 0.82
H -1.26 0.53 0.39
H -0.74 3.73 0.04
H -2.22 2.92 -0.91
H -1.51 2.48 1.99
H -4.34 1.07 -2.74
H -3.39 1.08 -1.11
H -3.98 -0.54 0.23
H -4.71 -2.19 -0.36
H -2.84 -1.92 -0.38
C 3.15 3.41 -5.05
Cl 3.20 1.65 -5.04
Cl 3.70 4.08 -3.51
H 3.79 3.78 -5.85
H 2.12 3.74 -5.23
C -6.18 -0.83 2.20
Cl -4.63 -1.40 2.82
Cl -6.79 -1.91 0.94
H -6.90 -0.79 3.02
H -6.05 0.17 1.77
C 7.41 1.70 0.86
Cl 5.68 2.06 0.79
Cl 7.71 -0.03 0.67
H 7.91 2.24 0.05
H 7.80 2.02 1.82
C 11.00 -1.03 3.15
Cl 9.77 -1.43 4.35
Cl 10.87 0.65 2.64
H 11.99 -1.20 3.59
H 10.87 -1.68 2.28
C -4.32 -5.04 2.17
Cl -6.06 -4.90 2.49
Cl -3.59 -6.29 3.18
H -4.18 -5.30 1.12
H -3.84 -4.08 2.39
C -7.83 1.48 -2.92
Cl -6.39 0.55 -2.48
Cl -7.56 2.41 -4.40
H -8.66 0.79 -3.08
H -8.07 2.16 -2.10
C -7.06 1.08 -8.05
Cl -8.18 0.39 -9.23
Cl -5.96 2.23 -8.82
H -7.63 1.60 -7.28
H -6.47 0.28 -7.61
C -5.75 -8.08 5.58
Cl -7.48 -7.72 5.51
Cl -5.46 -9.81 5.38
H -5.25 -7.54 4.77
H -5.36 -7.75 6.54
C 6.01 -2.69 5.87
Cl 7.45 -3.62 6.30
Cl 6.28 -1.75 4.39
H 5.18 -3.38 5.71
H 5.77 -2.00 6.68
C -2.58 6.61 0.20
Cl -3.82 6.17 -0.99
Cl -1.04 6.98 -0.59
H -2.92 7.50 0.75
H -2.44 5.78 0.89
C 1.59 7.56 1.88
Cl 1.65 5.79 1.89
Cl 2.15 8.22 3.42
H 2.24 7.93 1.08
H 0.57 7.88 1.71
C 0.09 6.07 -6.52
Cl 0.15 4.30 -6.51
Cl 0.65 6.73 -4.98
H 0.74 6.44 -7.32
H -0.93 6.39 -6.69
C 5.84 -4.67 -1.60
Cl 6.70 -3.23 -1.06
Cl 5.02 -4.37 -3.14
H 6.55 -5.48 -1.73
H 5.09 -4.94 -0.85
C 4.87 -2.42 10.06
Cl 4.38 -1.58 8.58
Cl 6.36 -3.34 9.82
H 5.03 -1.68 10.85
H 4.07 -3.10 10.36
C 2.11 -2.21 -5.92
Cl 3.55 -3.14 -5.49
Cl 2.38 -1.27 -7.40
H 1.28 -2.89 -6.08
H 1.87 -1.52 -5.11
C -3.36 -12.08 2.53
Cl -3.37 -10.35 2.90
Cl -4.67 -12.92 3.38
H -3.49 -12.22 1.46
H -2.41 -12.51 2.84
C 5.35 6.91 -1.00
Cl 3.66 7.16 -1.47
Cl 5.57 5.32 -0.25
H 5.98 6.97 -1.90
H 5.64 7.68 -0.29
C -8.88 1.50 2.51
Cl -10.12 1.06 1.32
Cl -7.34 1.87 1.72
H -9.22 2.38 3.06
H -8.74 0.67 3.20
*
```

Results of the Mulliken charge analysis, in e, for atoms 1 through 6:
1. C -0.24
2. C -0.30
3. C -0.10
4. N 0.00
5. N 0.24
6. C -0.79



2.
The following is a DFT calculation (ωB97M-V with the def2-TZVPD basis set) of 9 unconnected molecules or ions with the total composition C26H54N2O25S3 at a distorted geometry.

Computed properties:
E_LUMO	-0.8	eV
largest force on an atom	0.2477	Eh/bohr
total energy	-4207.539635	Ha
HOMO-LUMO gap	7.75	eV
relative energy (zero: lowest compared OMol25 entry of this formula, charge and spin)	9.5	kcal per mole

Structure (ORCA input):
```
! RIJCOSX wB97M-V def2-TZVPD def2/J DEFGRID3
* xyz 0 1
C 4.63 0.85 2.89
N 5.01 1.75 1.75
C 6.44 2.12 2.04
C 4.96 1.08 0.45
C 4.12 2.92 1.78
C 2.65 2.67 1.20
O 1.98 3.85 1.13
H 4.29 1.23 3.95
H 5.47 0.22 3.18
H 3.74 0.46 2.65
H 6.82 2.98 1.52
H 7.05 1.34 1.83
H 6.61 2.39 3.14
H 5.28 1.65 -0.49
H 4.08 0.65 0.08
H 5.76 0.20 0.47
H 4.67 3.86 1.19
H 4.13 3.43 2.70
H 2.13 2.05 1.79
H 2.52 2.35 0.10
H 1.10 3.77 0.77
N -0.81 1.43 -0.91
O -1.42 1.04 -1.83
O -0.83 0.76 0.15
O 0.16 2.28 -1.05
O -0.15 -2.91 0.36
S 0.98 -2.51 -0.49
O 1.88 -1.49 -0.01
O 1.93 -3.85 -0.89
C 2.31 -4.48 0.30
C 3.38 -5.60 -0.07
C 0.24 -2.13 -2.01
H 1.38 -5.01 0.52
H 2.80 -3.77 0.90
H 2.80 -6.57 -0.39
H 3.93 -5.76 0.82
H 4.22 -5.27 -0.78
H -0.23 -1.21 -1.71
H -0.53 -2.95 -2.08
H 0.72 -1.96 -2.98
O -4.67 -0.82 -2.97
S -3.89 -2.01 -2.99
O -3.32 -2.54 -1.76
O -4.62 -3.35 -3.81
C -4.62 -4.55 -2.89
C -5.30 -5.65 -3.65
C -2.71 -1.69 -4.19
H -5.21 -4.24 -1.89
H -3.61 -4.72 -2.67
H -4.92 -5.98 -4.60
H -6.42 -5.63 -3.90
H -5.40 -6.49 -3.07
H -2.24 -2.67 -4.41
H -1.86 -1.07 -3.78
H -3.12 -1.32 -5.32
O -3.01 1.14 4.43
S -3.46 -0.23 4.73
O -4.83 -0.52 5.00
O -3.17 -1.12 3.38
C -3.60 -0.57 2.15
C -3.10 -1.44 1.02
C -2.53 -0.93 5.99
H -3.16 0.33 1.97
H -4.63 -0.59 2.10
H -2.98 -1.06 0.02
H -3.90 -2.26 0.83
H -2.03 -1.89 1.09
H -1.57 -0.52 6.10
H -2.37 -1.98 5.76
H -3.17 -0.82 6.93
C 0.70 -2.08 3.60
C 0.34 -0.65 3.30
O 1.26 0.09 4.15
C 1.79 -0.67 5.08
O 2.48 -0.29 6.09
O 1.18 -1.85 4.94
H 1.67 -2.35 3.07
H -0.01 -2.88 3.42
H -0.71 -0.43 3.52
H 0.59 -0.71 2.16
C -2.35 2.44 -4.97
C -3.75 2.45 -4.56
O -4.20 3.69 -4.90
C -3.33 4.29 -5.65
O -3.66 5.38 -6.13
O -2.23 3.72 -5.67
H -2.13 1.66 -5.59
H -1.71 2.50 -4.16
H -3.76 2.33 -3.62
H -4.52 1.61 -4.97
C -1.14 3.70 1.83
C -1.47 3.71 3.41
O -0.82 4.97 3.75
C -0.52 5.58 2.78
O -0.18 6.77 2.77
O -0.86 4.98 1.61
H -1.86 3.36 1.22
H -0.23 3.15 1.85
H -0.92 2.96 3.86
H -2.45 3.40 3.64
C 3.22 0.47 -3.74
C 2.82 1.54 -2.84
O 2.08 2.36 -3.70
C 1.60 1.67 -4.78
O 0.71 2.08 -5.53
O 2.29 0.52 -4.79
H 3.19 -0.43 -3.39
H 4.23 0.77 -4.14
H 3.84 2.12 -2.44
H 2.05 1.40 -2.01
*
```

Results of the Mulliken charge analysis, in e, for atoms 1 through 6:
1. C -1.07
2. N 0.66
3. C -1.07
4. C -0.66
5. C -1.20
6. C 0.81



3.
The following is a DFT calculation (ωB97M-V with the def2-TZVPD basis set) of a molecular structure, C26H55N3O3 at a distorted geometry.

Computed properties:
E_LUMO	-8.7	eV
largest force on an atom	0.1630	Eh/bohr
total energy	-1412.114513	Ha
HOMO-LUMO gap	5.52	eV
relative energy (zero: lowest compared OMol25 entry of this formula, charge and spin)	457.4	kcal per mole

Structure (ORCA input):
```
! RIJCOSX wB97M-V def2-TZVPD def2/J DEFGRID3
* xyz 2 1
O 1.30 -0.31 0.49
H 0.44 -0.09 0.08
C -2.54 -3.03 -0.07
C -1.28 -2.88 0.65
C -1.64 -2.75 2.15
C -0.45 -2.77 3.11
C 0.92 -3.10 2.39
C 0.90 -4.36 1.39
N -0.42 -4.20 0.57
O -0.37 -4.94 -0.56
C 0.91 -5.80 2.15
C 2.03 -4.32 0.39
C -0.62 -1.57 -0.01
H -3.10 -3.94 0.18
H -2.34 -3.25 -1.12
H -3.12 -2.12 0.04
H -2.35 -3.51 2.48
H -2.01 -1.77 2.44
H -0.55 -3.57 3.84
H -0.31 -1.85 3.67
H 1.76 -3.25 3.06
H 1.21 -2.25 1.77
H 0.22 -5.55 2.95
H 1.87 -5.94 2.65
H 0.71 -6.58 1.42
H 1.98 -3.59 -0.43
H 2.01 -5.22 -0.21
H 2.99 -4.38 0.89
H -0.60 -1.63 -1.10
H 0.36 -1.25 0.32
H -1.35 -0.77 0.13
C 0.70 -0.99 -2.51
C 1.61 0.26 -2.27
C 0.67 1.43 -1.96
C 1.35 2.66 -1.28
C 2.12 2.13 -0.09
C 3.21 1.12 -0.36
N 2.64 -0.01 -1.14
O 3.45 -1.14 -1.09
C 3.70 0.70 0.98
C 4.38 1.78 -1.21
C 2.23 0.57 -3.58
H 0.04 -1.32 -1.70
H 1.29 -1.85 -2.86
H 0.03 -0.90 -3.36
H -0.19 1.18 -1.34
H 0.22 1.92 -2.82
H 0.50 3.24 -0.92
H 1.82 3.42 -1.90
H 1.39 1.72 0.61
H 2.76 2.90 0.35
H 4.57 0.05 1.06
H 2.98 0.02 1.44
H 3.90 1.56 1.62
H 4.99 2.48 -0.62
H 4.04 2.24 -2.13
H 5.08 1.05 -1.61
H 3.15 0.02 -3.80
H 2.49 1.62 -3.54
H 1.53 0.54 -4.42
C -5.42 4.64 0.02
C -4.33 3.62 -0.49
C -3.02 3.84 0.34
N -1.92 2.62 0.10
C -1.76 2.31 -1.43
C -2.20 1.36 0.89
C -0.93 0.61 1.12
C 0.12 1.58 0.89
C -0.52 2.93 0.64
H -6.33 4.23 -0.44
H -5.15 5.65 -0.29
H -5.53 4.52 1.09
H -4.15 3.80 -1.55
H -4.79 2.63 -0.43
H -3.18 3.93 1.41
H -2.50 4.70 -0.07
H -1.40 3.15 -2.03
H -2.73 1.91 -1.74
H -1.02 1.54 -1.61
H -3.08 0.85 0.49
H -2.60 1.76 1.82
H -0.79 -0.26 0.48
H -0.91 0.24 2.14
H 0.75 1.34 0.03
H 0.76 1.55 1.78
H 0.08 3.60 0.02
H -0.64 3.52 1.55
*
```

Results of the Mulliken charge analysis, in e, for atoms 1 through 6:
1. O -0.57
2. H -1.80
3. C -1.86
4. C 1.38
5. C -1.00
6. C -0.86



4.
The following is a DFT calculation (ωB97M-V with the def2-TZVPD basis set) of 3 unconnected molecules or ions with the total composition C26H55NO16P3S at a distorted geometry.

Computed properties:
E_LUMO	-5.8	eV
largest force on an atom	0.1832	Eh/bohr
total energy	-3703.557090	Ha
HOMO-LUMO gap	5.21	eV

Structure (ORCA input):
```
! RIJCOSX wB97M-V def2-TZVPD def2/J DEFGRID3
* xyz 1 1
C -4.11 3.20 0.38
C -2.93 2.46 -0.50
O -2.96 2.83 -1.95
P -1.88 1.81 -2.87
O -1.80 2.21 -4.42
C -0.09 2.02 -2.14
C 0.11 0.86 -1.00
C 1.71 0.70 -0.52
C 2.20 -0.85 -0.87
C 3.50 -0.93 -1.92
O 4.18 0.26 -2.48
C 4.00 -2.43 -2.32
C 3.20 -3.72 -1.70
N 2.00 -3.58 -0.75
C 1.39 -4.93 -0.33
O 0.08 -5.01 -1.00
O -0.89 -5.24 -0.16
C 1.45 -2.22 -0.28
S 0.00 -2.08 0.90
C -1.65 -2.05 0.00
O -0.06 -3.24 1.97
O 0.02 -0.76 1.78
O -2.44 0.16 -2.76
C -3.89 0.05 -3.02
C -4.66 -0.74 -1.77
H -4.25 4.31 -0.03
H -5.14 2.61 0.36
H -3.73 3.26 1.51
H -1.89 2.88 -0.10
H -2.99 1.28 -0.40
H 0.10 3.13 -1.75
H 0.63 1.77 -3.05
H -0.51 1.11 -0.03
H -0.18 -0.18 -1.49
H 2.38 1.52 -1.02
H 1.76 0.83 0.64
H 4.92 0.54 -1.86
H 4.89 -2.56 -3.08
H 3.59 -4.80 -2.02
H 1.37 -5.10 0.83
H 2.04 -5.82 -0.78
H -1.70 -4.78 -0.59
H -1.94 -0.91 -0.13
H -2.48 -2.60 0.65
H -1.52 -2.54 -1.08
H -4.41 1.07 -3.23
H -4.01 -0.64 -3.98
H -4.08 -1.73 -1.44
H -5.72 -1.09 -2.16
H -4.78 -0.01 -0.82
O 2.98 -8.21 3.16
P 4.38 -7.84 3.72
O 3.96 -8.10 5.30
C 4.01 -9.45 5.74
C 5.44 -9.98 5.78
O 4.06 -6.21 3.57
C 3.00 -5.73 2.75
C 1.68 -5.68 3.51
O 5.94 -7.42 4.34
C 6.24 -6.11 4.82
C 5.39 -5.61 5.99
H 3.39 -10.07 5.10
H 3.58 -9.48 6.75
H 5.87 -10.02 4.78
H 5.47 -10.99 6.20
H 6.08 -9.32 6.38
H 2.91 -6.33 1.83
H 3.25 -4.72 2.43
H 1.48 -6.59 4.07
H 0.84 -5.51 2.83
H 1.70 -4.87 4.25
H 6.22 -5.41 3.99
H 7.28 -6.14 5.16
H 4.31 -5.61 5.78
H 5.66 -4.59 6.24
H 5.53 -6.25 6.87
O -1.16 9.48 -2.71
P -2.04 8.39 -2.06
O -2.52 7.73 -3.50
C -1.61 6.81 -4.10
C -1.48 5.54 -3.28
O -3.28 9.48 -1.78
C -3.05 10.88 -1.82
C -3.20 11.44 -3.24
O -3.02 7.16 -1.33
C -4.43 7.33 -1.14
C -5.25 7.56 -2.41
H -0.64 7.29 -4.22
H -2.00 6.57 -5.09
H -1.04 5.74 -2.30
H -0.85 4.81 -3.80
H -2.46 5.08 -3.11
H -2.08 11.13 -1.39
H -3.80 11.36 -1.18
H -2.67 10.84 -3.98
H -2.84 12.47 -3.29
H -4.25 11.42 -3.53
H -4.61 8.12 -0.41
H -4.79 6.41 -0.68
H -4.93 8.43 -2.99
H -6.30 7.72 -2.15
H -5.18 6.70 -3.08
*
```

Results of the Mulliken charge analysis, in e, for atoms 1 through 6:
1. C -0.75
2. C 0.50
3. O -0.30
4. P 0.87
5. O -0.70
6. C -0.87



| no. | HOMO (eV) |
| --- | --- |
| 1 | -8.342 |
| 2 | -8.588 |
| 3 | -14.170 |
| 4 | -10.973 |